A molecular structure, C4H3N3O in a non-equilibrium geometry. Source: OMol25; level of theory: ωB97M-V/def2-TZVPD.

ORCA input file:
```
! RIJCOSX wB97M-V def2-TZVPD def2/J DEFGRID3
* xyz 0 1
C -1.386 -0.405 0.128
C -0.997 1.116 0.051
C 0.985 -0.059 -0.226
C 2.368 -0.388 -0.077
H -1.564 1.873 -0.829
H -1.289 1.300 1.197
H 0.289 -2.113 -0.606
N 0.544 1.242 -0.002
N -0.120 -1.084 0.046
N 3.563 -0.482 0.242
O -2.391 -1.001 0.075
*
```

The calculation puts the HOMO-LUMO gap at 0.342 Ha. The LUMO energy is -1.03 eV. The energy relative to the best compared isomer or geometry (same formula, charge and spin) is 355.56 kJ/mol.

***

2 unconnected molecules or ions with the total composition C3H11N2 in a non-equilibrium geometry. Source: OMol25; level of theory: ωB97M-V/def2-TZVPD.

ORCA input file:
```
! RIJCOSX wB97M-V def2-TZVPD def2/J DEFGRID3
* xyz 1 1
C 1.516 -0.656 0.088
C 0.521 1.438 0.104
C -0.818 -0.455 0.255
N -2.048 0.077 -0.051
N 0.339 0.064 -0.375
H 1.654 -0.379 1.089
H 1.480 -1.748 -0.088
H 2.442 -0.383 -0.588
H 1.184 1.929 -0.484
H -0.407 1.938 -0.166
H 0.717 1.481 1.138
H -1.325 -2.722 -0.326
H -0.552 -0.898 1.210
H -2.823 -0.012 0.624
H -2.207 0.201 -1.097
H 0.328 0.125 -1.331
*
```

The calculation puts the HOMO-LUMO gap (alpha / beta) at 0.365 / 0.298 Ha. The LUMO energy (alpha / beta) is -3.86 / -4.05 eV. The energy relative to the best compared isomer or geometry (same formula, charge and spin) is 559.80 kJ/mol.

***

A molecular structure, C28H48Cl2InN4O5Si in a non-equilibrium geometry. Source: OMol25; level of theory: ωB97M-V/def2-TZVPD.

ORCA input file:
```
! RIJCOSX wB97M-V def2-TZVPD def2/J DEFGRID3
* xyz 0 2
C -1.965 -0.451 -5.067
C -1.412 -1.610 -4.293
H -1.608 -0.475 -6.113
H -1.667 0.518 -4.619
H -3.074 -0.488 -5.076
C -0.789 -2.649 -4.874
C -0.481 -2.771 -6.330
H -0.427 -3.455 -4.255
H -0.062 -1.875 -6.804
H -1.356 -3.077 -6.915
H 0.272 -3.564 -6.414
In -0.761 0.969 0.036
Cl -2.793 2.343 0.041
C -0.232 -1.873 1.221
O 0.327 -0.757 1.007
N 0.164 -2.687 2.192
C 1.511 -2.593 2.759
C -0.616 -3.874 2.539
H -1.103 -2.200 0.641
H 1.905 -1.576 2.648
H 2.188 -3.315 2.275
H 1.436 -2.855 3.818
H -1.680 -3.695 2.337
H -0.467 -4.071 3.608
H -0.280 -4.748 1.960
H 0.508 2.879 5.101
H -0.819 4.748 4.761
C 0.912 2.858 4.083
C -0.543 4.843 3.709
N -0.049 3.555 3.230
H 1.040 1.826 3.745
C -0.367 3.102 2.045
O 0.139 2.013 1.603
H -1.421 5.100 3.101
H -1.110 3.668 1.465
H 1.884 3.372 4.047
H 0.215 5.631 3.582
H 1.298 0.368 -3.886
H 2.490 -2.390 -3.272
C 2.298 0.470 -3.451
C 3.135 -1.733 -2.666
N 2.476 -0.471 -2.348
H 2.458 1.495 -3.105
C 2.106 -0.195 -1.087
O 1.500 0.845 -0.724
H 3.396 -2.240 -1.727
H 2.385 -0.983 -0.352
H 3.045 0.205 -4.199
H 4.044 -1.521 -3.243
O -0.323 -0.638 -2.619
C -1.396 -1.431 -2.789
C 0.005 -3.185 -1.705
C -1.287 -2.729 -1.966
H 0.826 -2.532 -2.008
C 0.215 -4.407 -1.072
H -2.346 -0.956 -2.457
C -2.393 -3.449 -1.488
H 1.244 -4.752 -0.933
C -0.883 -5.161 -0.644
C -2.188 -4.678 -0.841
H -3.397 -3.025 -1.634
H -0.726 -6.133 -0.179
H -3.043 -5.257 -0.488
Si -0.172 3.912 -2.268
Cl -0.828 1.770 -2.218
C 1.496 4.085 -1.520
C -1.401 5.007 -1.367
C -0.152 4.492 -4.033
H 1.798 3.258 -0.861
H 1.415 5.038 -0.975
H 2.227 4.212 -2.335
H 0.693 4.070 -4.597
H -0.048 5.592 -4.007
H -1.089 4.226 -4.540
H -1.306 5.077 -0.272
H -2.403 4.612 -1.594
H -1.301 6.020 -1.797
O -2.281 -0.410 0.992
N -2.817 0.016 2.139
C -4.079 0.510 2.075
C -4.590 1.189 3.145
C -3.854 1.266 4.339
C -2.601 0.644 4.419
C -2.078 0.025 3.290
H -4.559 0.466 1.094
H -5.578 1.642 3.044
H -4.275 1.760 5.217
H -2.034 0.603 5.345
H -1.083 -0.417 3.279
*
```

The calculation puts the HOMO-LUMO gap (alpha / beta) at 0.153 / 0.248 Ha. The LUMO energy (alpha / beta) is 0.18 / 0.17 eV. The energy relative to the best compared isomer or geometry (same formula, charge and spin) is 171.54 kJ/mol.

***

C4H6N2O3 in the gas phase in a non-equilibrium geometry. Source: OMol25; level of theory: ωB97M-V/def2-TZVPD.

ORCA input file:
```
! RIJCOSX wB97M-V def2-TZVPD def2/J DEFGRID3
* xyz 0 1
O -3.344 -0.745 -0.200
N -2.758 0.431 0.100
C -1.523 0.442 -0.036
N -0.700 1.550 0.223
O 0.473 1.306 -0.471
C 0.574 -0.074 -0.232
C 1.887 -0.481 -0.574
C 1.541 -0.468 0.821
O -0.696 -0.583 -0.400
H -2.576 -1.550 0.250
H -0.910 2.569 0.075
H 2.269 0.527 -1.219
H 2.091 -1.509 -0.990
H 2.095 0.100 1.490
H 1.575 -1.514 1.162
*
```

The calculation puts the HOMO-LUMO gap at 0.343 Ha. The LUMO energy is 0.67 eV. The energy relative to the best compared isomer or geometry (same formula, charge and spin) is 790.22 kJ/mol.

***

9 unconnected molecules or ions with the total composition C25H57IN3O12S4 in a non-equilibrium geometry. Source: OMol25; level of theory: ωB97M-V/def2-TZVPD.

ORCA input file:
```
! RIJCOSX wB97M-V def2-TZVPD def2/J DEFGRID3
* xyz 1 1
C 0.662 4.431 -1.107
C -0.625 3.733 -1.050
O -1.347 3.714 -0.062
N -1.126 3.035 -2.407
H -0.481 3.215 -3.207
H -0.860 2.124 -2.180
C -2.546 3.224 -2.640
H 1.320 3.906 -0.414
H 0.526 5.551 -0.745
H 1.411 4.496 -2.185
H -2.886 3.025 -1.649
H -2.963 2.521 -3.348
H -2.914 4.274 -2.769
C -1.918 -2.960 0.235
C -1.976 -1.540 0.230
O -3.046 -0.894 0.451
N -0.720 -0.648 -0.107
H 0.126 -1.065 -0.093
H -0.904 -0.027 -0.837
C -0.473 0.650 0.718
H -2.102 -3.215 1.230
H -0.945 -3.593 0.000
H -2.773 -3.324 -0.445
H 0.186 0.671 1.597
H -1.512 1.013 0.659
H 0.190 1.265 -0.004
C 2.048 0.620 -6.390
C 1.714 0.058 -5.065
O 2.165 -1.119 -4.884
N 1.303 0.895 -3.989
H 1.151 1.931 -4.180
H 0.456 0.503 -3.532
C 2.316 1.021 -2.913
H 2.616 1.486 -6.407
H 1.123 0.928 -6.820
H 2.715 -0.001 -7.041
H 2.348 0.187 -2.440
H 1.807 1.816 -2.333
H 3.237 1.386 -3.397
I 2.148 -2.761 0.048
O -0.849 0.345 -2.478
H -1.418 -0.178 -2.885
C 1.822 -2.076 4.291
C 0.645 -2.853 3.570
C -0.346 -3.084 4.533
S -0.583 -1.458 5.280
O -0.814 -1.610 6.699
O -1.386 -0.671 4.546
C 1.138 -0.920 5.100
H 2.834 -1.969 3.785
H 2.030 -2.786 5.079
H 1.255 -3.744 3.213
H 0.041 -2.492 2.731
H -0.189 -3.759 5.352
H -1.218 -3.443 4.230
H 1.597 -0.746 6.024
H 1.140 -0.030 4.507
C -3.571 2.834 3.162
C -4.504 2.134 2.122
C -5.426 1.364 2.953
S -5.646 2.126 4.604
O -5.148 1.188 5.523
O -6.849 2.792 4.891
C -4.426 3.418 4.350
H -3.228 3.593 2.467
H -2.803 2.149 3.282
H -3.626 1.553 1.521
H -4.953 2.949 1.809
H -5.206 0.390 2.877
H -6.467 1.595 2.721
H -3.870 3.956 5.262
H -5.006 4.221 4.043
C -0.347 -4.856 -3.339
C 0.194 -4.039 -4.639
C -0.498 -2.845 -4.615
S -2.123 -3.224 -4.169
O -2.955 -3.244 -5.339
O -2.409 -2.247 -3.139
C -1.800 -4.840 -3.498
H -0.020 -4.261 -2.466
H -0.044 -6.012 -3.266
H -0.069 -4.755 -5.492
H 1.243 -3.772 -4.254
H -0.609 -2.193 -5.436
H -0.162 -2.242 -3.918
H -1.849 -5.529 -4.369
H -2.307 -5.060 -2.482
C 6.240 1.270 2.497
C 6.222 0.234 1.323
C 4.966 -0.150 0.940
S 3.902 1.194 1.452
O 3.032 0.937 2.474
O 3.201 1.707 0.220
C 5.201 2.238 2.016
H 7.246 1.696 2.636
H 5.900 0.601 3.242
H 6.752 -0.619 1.778
H 6.732 0.535 0.378
H 4.405 -0.891 1.393
H 4.951 -0.388 -0.154
H 4.924 2.709 3.120
H 5.692 2.719 1.433
*
```

The calculation puts the HOMO-LUMO gap at 0.203 Ha. The LUMO energy is -4.12 eV. The energy relative to the best compared isomer or geometry (same formula, charge and spin) is 279.74 kJ/mol.